Entry 1:
12
Properties=species:S:1:pos:R:3:forces:R:3 method="wB97M-V/def2-TZVPD" e_above_lowest_kcal_mol=0.0 e_lumo_ev="-5.45 / -5.46" charge=+1
C -0.360 0.435 -0.399 0.902 1.851 1.115
N -0.425 -0.412 -1.261 -1.503 -1.902 -1.294
N -0.076 1.319 0.531 -0.725 -1.848 -0.091
N -0.905 -0.220 2.516 7.320 -1.543 3.058
N 0.781 -0.767 -2.096 -1.580 -0.159 -2.963
O -0.393 2.475 0.629 0.313 0.461 -0.067
O 0.387 0.569 1.599 -0.149 0.314 -0.322
O -0.266 -0.803 3.310 -1.311 0.468 -0.810
O -1.900 0.047 2.144 -5.702 1.274 -2.105
H 0.617 -1.503 -2.870 -0.676 1.241 1.627
H 1.122 0.034 -2.599 0.647 0.752 -0.022
H 1.418 -1.174 -1.503 2.465 -0.909 1.875

=====

Entry 2:
93
Properties=species:S:1:pos:R:3:forces:R:3 method="wB97M-V/def2-TZVPD" e_lumo_ev=1.35 charge=-1
C -2.458 6.366 0.594 -0.116 -0.368 0.187
C -3.872 6.122 1.114 0.234 0.415 -0.363
Br -4.165 4.183 1.106 -0.037 -0.156 0.087
C -4.936 6.821 0.270 -0.485 -0.394 -0.086
C -6.417 6.531 0.545 0.068 0.398 0.162
Cl -7.050 5.451 -0.868 -0.026 -0.183 -0.027
H -2.280 5.727 -0.270 -0.012 0.146 -0.156
H -1.716 6.091 1.342 0.086 0.099 0.020
H -2.345 7.410 0.299 0.043 0.090 0.062
H -3.938 6.432 2.156 -0.155 -0.204 0.072
H -4.774 7.897 0.418 0.275 0.056 -0.031
H -4.718 6.592 -0.777 0.070 0.169 -0.069
H -6.470 5.837 1.390 -0.054 -0.136 -0.041
C -5.903 1.908 -2.267 0.213 0.007 0.039
C -5.412 2.048 -3.681 -0.100 0.041 0.066
O -4.235 2.080 -3.964 0.064 -0.077 -0.044
C -6.474 2.149 -4.752 0.116 0.041 -0.095
H -5.057 1.859 -1.586 0.009 0.025 0.008
H -6.517 2.770 -1.994 -0.035 -0.019 0.030
H -6.499 0.998 -2.172 -0.103 0.059 -0.011
H -7.106 3.017 -4.563 -0.056 -0.040 0.049
H -7.102 1.256 -4.739 -0.061 0.034 0.046
H -6.004 2.246 -5.728 0.007 -0.002 0.000
C -0.452 1.633 1.049 -0.095 0.125 -0.041
C -0.357 2.423 2.330 -0.066 -0.081 -0.098
O -1.000 3.432 2.489 0.166 0.122 0.165
C 0.570 1.896 3.406 -0.194 0.259 0.167
H -1.157 2.123 0.381 -0.016 0.002 0.018
H 0.528 1.564 0.576 0.038 -0.104 0.042
H -0.794 0.618 1.259 0.085 -0.039 -0.001
H 1.591 1.847 3.034 0.020 -0.128 -0.078
H 0.265 0.892 3.706 0.081 -0.056 -0.075
H 0.517 2.563 4.265 -0.005 -0.018 0.008
C -7.505 1.270 4.962 -0.034 -0.143 -0.043
C -6.334 1.034 4.032 -0.034 0.081 0.031
O -6.130 -0.058 3.553 0.021 -0.037 0.021
C -5.458 2.224 3.746 0.035 -0.284 -0.028
H -8.062 0.345 5.093 0.005 -0.004 -0.005
H -7.146 1.619 5.932 -0.016 0.085 -0.016
H -8.161 2.035 4.546 0.033 0.065 0.045
H -5.022 2.593 4.677 -0.064 0.099 -0.004
H -6.039 3.027 3.291 0.016 0.060 0.053
H -4.659 1.943 3.067 0.019 0.016 -0.019
C 4.233 -1.336 0.688 -0.197 -0.001 -0.118
C 3.635 -0.334 1.643 0.058 -0.034 0.022
O 2.506 0.078 1.513 0.049 -0.016 -0.040
C 4.528 0.131 2.768 -0.124 0.115 0.027
H 3.503 -1.596 -0.075 -0.022 0.001 0.020
H 5.118 -0.903 0.222 0.081 -0.054 0.072
H 4.528 -2.237 1.229 0.101 0.027 0.001
H 5.428 0.590 2.356 0.054 -0.088 -0.001
H 4.830 -0.722 3.379 0.072 -0.012 -0.034
H 3.997 0.849 3.390 -0.014 -0.007 0.000
C 9.567 -0.187 0.565 -0.065 -0.006 0.134
C 8.240 0.036 -0.115 0.058 -0.016 -0.017
O 7.227 0.214 0.521 -0.033 0.020 0.025
C 8.235 0.020 -1.623 -0.154 0.019 0.037
H 9.427 -0.154 1.643 0.002 0.005 0.007
H 9.970 -1.162 0.286 0.045 0.026 -0.042
H 10.278 0.587 0.270 0.030 -0.050 -0.078
H 8.596 -0.944 -1.986 0.078 0.024 -0.010
H 8.895 0.800 -2.007 0.064 -0.050 -0.015
H 7.226 0.190 -1.989 -0.004 0.004 0.001
C -2.588 -2.934 -3.827 -0.213 -0.045 -0.116
C -3.379 -2.225 -4.901 0.065 0.055 0.021
O -4.287 -2.776 -5.482 -0.009 -0.029 -0.032
C -2.980 -0.805 -5.215 -0.154 -0.070 -0.086
H -2.963 -3.944 -3.690 0.033 0.057 0.008
H -1.534 -2.977 -4.114 0.032 0.080 0.079
H -2.666 -2.387 -2.887 0.102 0.048 -0.013
H -1.940 -0.777 -5.547 0.037 0.032 0.090
H -3.076 -0.176 -4.328 0.087 0.031 -0.005
H -3.620 -0.406 -5.998 -0.003 0.012 0.003
C 11.062 -3.431 3.489 0.033 0.010 -0.151
C 9.734 -3.581 2.785 -0.038 0.006 0.081
O 9.649 -3.559 1.580 0.031 0.034 -0.089
C 8.517 -3.757 3.660 -0.050 -0.005 -0.140
H 11.854 -3.312 2.754 0.001 -0.001 -0.005
H 11.040 -2.559 4.145 -0.017 -0.043 0.070
H 11.263 -4.313 4.099 -0.024 0.035 0.073
H 8.405 -2.896 4.321 0.033 -0.034 0.064
H 8.624 -4.650 4.277 0.023 0.042 0.070
H 7.631 -3.851 3.038 -0.002 0.002 -0.006
C -2.184 -8.406 -2.905 -0.058 0.085 0.100
C -2.066 -7.029 -3.514 0.012 -0.036 -0.068
O -2.488 -6.048 -2.952 0.009 -0.124 0.109
C -1.395 -6.937 -4.865 -0.031 0.131 0.032
H -2.683 -8.337 -1.942 -0.003 0.006 0.003
H -2.759 -9.059 -3.564 0.063 -0.034 -0.033
H -1.193 -8.842 -2.770 -0.003 -0.046 -0.068
H -1.941 -7.537 -5.595 0.047 -0.062 0.002
H -0.374 -7.318 -4.803 -0.018 -0.073 -0.030
H -1.376 -5.901 -5.194 -0.010 0.006 0.001

=====

Entry 3:
99
Properties=species:S:1:pos:R:3:forces:R:3 method="wB97M-V/def2-TZVPD" e_above_lowest_kcal_mol=314.9 e_lumo_ev=-0.79 charge=0
C -10.693 17.804 -1.308 -0.116 -2.522 -1.388
C -10.492 18.174 -2.775 -2.264 1.170 -0.529
O -9.942 17.250 -3.652 1.043 -1.387 0.139
H -11.305 18.465 -0.729 -0.266 0.588 0.020
H -9.746 17.679 -0.825 0.614 0.034 0.554
H -11.176 16.773 -1.315 0.455 1.163 0.295
H -9.949 19.107 -2.903 -0.088 0.490 0.228
H -11.469 18.231 -3.284 -0.076 0.914 0.761
H -9.044 17.119 -3.364 0.740 -0.451 -0.135
C -12.179 14.229 0.815 -0.176 5.518 -3.670
O -12.559 14.954 -0.335 2.033 -3.687 5.935
N -11.764 14.801 1.963 0.039 2.318 -1.351
N -12.198 12.937 0.928 -0.483 -3.922 -3.703
H -11.595 15.809 2.057 -0.060 -0.349 -0.375
H -11.554 14.317 2.803 -0.565 -0.779 0.528
H -12.478 12.430 0.041 0.660 0.921 1.342
H -11.795 12.350 1.660 -0.169 0.690 0.144
C -12.108 10.255 2.540 -4.914 -0.659 -0.956
O -13.367 9.897 2.343 4.193 1.412 1.058
N -11.728 11.301 3.264 2.135 0.688 -0.051
N -11.111 9.698 1.901 1.920 -3.335 -4.381
H -12.430 11.779 3.810 0.136 0.294 0.354
H -10.740 11.667 3.129 -1.819 -0.698 0.953
H -11.404 9.091 1.031 0.514 1.288 2.649
H -10.100 9.984 1.887 -1.619 -0.230 0.380
C -14.725 15.789 -2.663 -7.329 -2.405 -6.885
O -15.851 15.832 -3.484 4.867 0.146 4.006
N -13.957 14.742 -2.721 1.459 -3.718 -1.360
N -14.286 16.697 -1.934 2.018 5.788 4.903
H -14.260 14.135 -3.466 0.127 -0.221 0.148
H -13.232 14.411 -2.070 -0.764 0.752 -0.061
H -14.880 17.427 -1.539 0.266 -0.465 -0.650
H -13.394 16.522 -1.445 -0.924 0.174 -0.163
C -15.304 14.380 2.529 -6.923 -0.978 1.139
O -16.637 14.248 2.713 6.223 0.240 -1.096
N -14.501 13.263 2.417 -0.219 -0.619 -0.897
N -14.759 15.594 2.562 -0.014 0.370 -0.657
H -14.980 12.331 2.411 0.284 1.419 -0.544
H -13.589 13.312 1.904 -1.813 -0.291 0.524
H -15.367 16.319 2.203 0.062 -0.257 0.496
H -13.767 15.752 2.520 0.119 -0.169 0.147
C -8.678 16.005 1.410 -5.611 5.918 3.518
O -9.706 16.878 1.784 4.620 -3.895 -2.028
N -8.802 14.741 1.347 -5.024 -4.384 -0.566
N -7.459 16.381 1.312 2.639 7.218 0.969
H -9.774 14.421 1.524 0.874 0.388 -0.355
H -8.187 14.018 1.584 1.522 -0.231 0.096
H -7.256 17.461 1.488 -0.498 -3.492 -0.736
H -6.802 15.804 0.908 1.674 -1.012 -0.912
C -12.924 13.576 5.301 -0.061 4.053 -4.796
O -12.626 14.710 4.616 -1.091 -4.733 3.243
N -13.535 12.566 4.641 -1.392 -1.075 1.439
N -12.623 13.367 6.552 1.127 0.759 4.421
H -13.965 12.898 3.672 0.271 -0.413 1.613
H -13.938 11.720 5.171 0.773 2.087 -1.107
H -12.349 14.200 7.161 -0.486 -1.853 -1.425
H -12.865 12.470 7.025 0.259 1.448 -0.667
C -8.474 11.654 0.508 0.929 0.061 2.298
O -8.334 10.365 1.137 0.337 -0.858 0.080
H -7.555 12.258 0.834 -1.608 -0.291 -0.602
H -9.468 11.979 0.883 0.845 0.707 -0.386
H -8.500 11.606 -0.561 0.164 -0.289 -0.634
H -7.586 10.241 1.755 -0.505 0.598 -0.864
C -8.793 17.631 4.948 -0.023 1.787 2.728
O -10.015 16.986 4.794 -0.033 -0.161 1.245
H -7.956 17.046 4.607 0.549 -0.403 0.015
H -8.714 17.882 6.106 0.234 -0.698 -2.327
H -8.741 18.621 4.454 -0.145 -0.391 -0.010
H -10.220 17.013 3.879 -0.542 -0.101 -1.828
C -13.094 18.008 1.703 -0.607 2.134 0.280
O -12.436 17.563 2.860 0.114 0.234 1.318
H -14.201 17.816 1.740 1.025 0.301 -0.174
H -12.636 17.515 0.861 -0.031 -0.193 -0.350
H -12.922 19.129 1.635 -0.397 -1.206 -0.417
H -12.514 18.230 3.581 0.000 -0.954 -0.823
C -10.745 9.397 -1.068 0.808 -3.787 -0.240
O -11.887 8.617 -0.705 -0.554 2.112 1.217
H -10.566 9.169 -2.079 0.653 -0.113 -1.493
H -9.896 9.038 -0.488 0.295 0.124 0.007
H -10.766 10.416 -1.009 -1.214 2.661 0.699
H -11.907 7.810 -1.183 0.202 -0.938 -0.656
C -10.294 13.639 -2.335 -0.259 -0.781 -1.885
O -9.110 13.191 -2.978 0.732 -1.817 -1.297
H -10.092 14.501 -1.748 0.125 0.727 0.216
H -10.687 12.864 -1.772 -0.536 -1.486 2.000
H -11.120 13.748 -3.039 0.164 0.980 -0.344
H -9.223 12.309 -3.484 -0.152 2.399 1.405
C -9.674 13.783 4.419 0.300 2.134 0.339
O -9.469 12.786 3.444 2.205 -1.146 -0.642
H -8.811 14.456 4.532 0.138 -0.380 -0.137
H -9.917 13.463 5.456 -0.255 -0.302 -0.972
H -10.412 14.472 3.972 0.171 -0.483 1.182
H -8.508 12.566 3.302 -1.576 0.369 0.638
C -14.130 11.312 -0.961 0.037 -1.755 1.025
O -13.062 12.009 -1.628 -0.043 -0.181 -0.174
H -14.127 11.558 0.188 -0.394 -0.036 -2.465
H -13.891 10.187 -0.941 -0.529 1.522 -0.260
H -15.075 11.514 -1.516 0.445 -0.110 0.998
H -13.185 11.939 -2.592 0.027 -0.011 0.734

=====

Entry 4:
96
Properties=species:S:1:pos:R:3:forces:R:3 method="wB97M-V/def2-TZVPD" smiles="FC(F)C(F)(F)COC(F)(F)C(F)F.FC(F)C(F)(F)COC(F)(F)C(F)F.FC(F)C(F)(F)COC(F)(F)C(F)F.FC(F)C(F)(F)COC(F)(F)C(F)F.O=C1CCCO1.O=C1CCCO1" e_above_lowest_kcal_mol=0.0 e_lumo_ev=0.25 charge=0
F 5.793 0.171 2.319 -0.353 -0.322 -0.170
C 5.429 0.437 1.037 0.880 0.447 -0.453
F 5.903 -0.536 0.223 -0.456 -0.142 0.261
C 3.909 0.623 0.951 0.176 0.153 1.077
F 3.260 -0.486 1.388 0.202 0.011 -0.069
F 3.531 0.831 -0.330 0.191 0.176 -0.070
C 3.467 1.772 1.871 -1.104 -0.475 0.240
O 3.865 3.049 1.400 0.443 0.070 -0.342
C 4.671 3.773 2.238 -1.631 -0.023 -0.319
F 4.049 3.918 3.428 0.309 0.191 0.263
F 5.826 3.138 2.455 0.495 0.186 0.153
C 4.868 5.120 1.540 1.381 1.333 -0.916
F 3.714 5.794 1.325 0.302 -0.576 0.666
F 5.728 5.939 2.233 -0.708 -0.591 0.302
H 5.951 1.358 0.759 -0.271 0.025 -0.096
H 3.772 1.601 2.903 0.399 -0.163 -0.172
H 2.375 1.729 1.910 -0.040 0.120 -0.294
H 5.377 4.991 0.575 -0.388 -0.401 0.044
F 0.852 -3.946 0.642 -0.281 -0.293 0.175
C 0.214 -5.082 1.019 -0.119 -0.311 -0.758
F 1.089 -6.125 0.858 -0.167 0.399 0.632
C -0.284 -4.964 2.475 1.073 -0.627 0.283
F -1.085 -3.892 2.604 -0.232 -0.108 -0.341
F 0.805 -4.740 3.263 -0.042 0.102 -0.016
C -0.951 -6.255 2.932 -0.275 -0.473 -0.204
O -1.632 -5.997 4.140 -0.522 0.301 0.290
C -2.733 -6.765 4.422 1.068 1.115 -0.424
F -3.611 -6.751 3.405 -0.226 -0.131 -0.038
F -2.337 -8.040 4.604 -0.410 -0.321 0.121
C -3.335 -6.203 5.715 0.123 -1.300 1.344
F -3.502 -4.880 5.720 -0.274 0.015 -0.515
F -4.513 -6.850 5.949 -0.123 0.450 -0.411
H -0.606 -5.319 0.328 -0.069 0.523 0.128
H -0.208 -7.035 3.103 0.229 0.227 -0.150
H -1.630 -6.628 2.158 -0.070 0.213 0.034
H -2.701 -6.488 6.560 0.282 0.209 -0.216
F 3.381 4.007 -2.952 -0.199 0.164 0.003
C 2.851 3.796 -1.719 0.293 -0.430 -0.026
F 2.816 4.975 -1.054 -0.066 -0.023 -0.167
C 1.424 3.241 -1.859 -0.417 0.416 0.223
F 0.994 2.896 -0.607 0.332 -0.077 -0.404
F 1.460 2.124 -2.632 0.017 0.137 0.336
C 0.472 4.269 -2.440 -0.082 0.418 -0.811
O -0.862 3.775 -2.404 -0.501 0.348 -0.020
C -1.675 4.263 -3.412 0.619 -1.303 0.912
F -1.442 5.564 -3.636 -0.117 0.226 -0.190
F -1.409 3.579 -4.544 -0.185 0.307 -0.320
C -3.134 4.072 -2.962 -0.188 1.047 -0.178
F -3.957 4.637 -3.887 0.194 -0.225 -0.065
F -3.455 2.779 -2.846 0.174 -0.185 0.074
H 3.509 3.109 -1.185 -0.189 -0.056 0.058
H 0.734 4.490 -3.478 0.352 -0.276 0.067
H 0.550 5.224 -1.917 -0.023 -0.226 0.328
H -3.284 4.624 -2.030 0.005 -0.356 0.144
F 1.255 -3.416 -4.312 -0.527 -0.221 0.049
C 0.431 -3.439 -3.237 0.894 0.314 0.661
F 0.495 -2.182 -2.680 -0.443 -0.312 -0.222
C -1.022 -3.791 -3.605 0.434 0.416 -0.260
F -1.676 -3.927 -2.416 -0.170 0.092 -0.197
F -1.030 -4.998 -4.212 -0.013 0.177 0.046
C -1.591 -2.699 -4.490 -0.163 0.091 -0.554
O -2.894 -3.022 -4.962 -0.074 -0.120 -0.114
C -3.194 -2.466 -6.183 -0.589 -0.855 1.035
F -2.950 -1.143 -6.147 0.032 0.417 -0.288
F -2.464 -2.986 -7.173 0.272 -0.098 -0.232
C -4.704 -2.675 -6.403 -0.626 0.451 0.459
F -5.031 -2.245 -7.640 0.105 -0.163 0.023
F -5.117 -3.953 -6.247 0.595 0.050 -0.318
H 0.828 -4.119 -2.477 -0.091 -0.195 -0.241
H -0.943 -2.594 -5.364 0.313 -0.068 0.259
H -1.599 -1.748 -3.955 -0.019 -0.107 0.121
H -5.244 -2.087 -5.653 0.099 0.136 -0.160
O -2.830 4.108 4.308 0.227 -0.354 0.019
C -1.655 4.005 4.076 -0.727 0.805 -0.369
C -0.965 4.287 2.770 1.164 0.099 -0.183
C 0.510 4.524 3.159 -0.324 -0.547 -0.268
C 0.603 3.786 4.494 -0.242 0.674 0.875
O -0.751 3.744 5.019 0.447 -0.472 0.280
H -0.938 3.399 2.138 -0.641 0.068 -0.095
H -1.380 5.161 2.277 -0.345 -0.260 -0.136
H 1.145 4.083 2.391 0.225 0.102 0.125
H 0.746 5.583 3.246 0.032 -0.026 0.164
H 0.997 2.772 4.491 -0.058 -0.037 -0.381
H 1.137 4.362 5.250 0.273 -0.116 -0.142
O -0.077 1.142 1.838 0.192 0.315 0.457
C -0.606 0.503 0.974 0.757 -0.265 -0.209
C -0.638 -1.009 0.817 -0.736 0.710 0.383
C -1.797 -1.137 -0.148 0.125 -1.806 -1.028
C -1.673 0.108 -1.006 0.136 -0.040 0.564
O -1.237 1.094 -0.048 -0.277 0.423 -0.332
H 0.296 -1.398 0.416 0.106 0.157 0.069
H -0.856 -1.441 1.790 0.282 -0.144 -0.010
H -1.680 -2.032 -0.768 -0.055 0.087 -0.019
H -2.732 -1.301 0.385 -0.157 0.643 -0.082
H -0.894 0.008 -1.768 0.063 -0.091 0.086
H -2.569 0.451 -1.503 -0.305 0.157 0.163

=====

The records above yield electronic energy values of -15216.967; -128871.955; -63036.817; -132831.115 eV, respectively.